Record 1
Formula: C28H36N4O5S
Source: the Open Molecules 2025 dataset
Level of theory: ωB97M-V/def2-TZVPD

XYZ file:
```
74
Properties=species:S:1:pos:R:3:forces:R:3
S -3.581 1.305 1.174 0.2 0.2 -0.5
O -3.410 0.304 2.198 0.2 0.1 0.0
O 2.413 3.958 2.008 0.0 0.1 0.2
O -4.518 2.358 1.422 -0.1 0.1 -0.2
O 3.310 -4.001 0.296 -0.2 0.5 0.1
O -2.901 -3.641 -1.297 -0.2 -0.1 -0.3
N 1.235 -2.257 0.451 -0.1 -0.1 0.2
N -3.966 0.636 -0.319 0.4 0.6 0.8
N 1.869 3.377 -0.115 -0.1 -0.2 -0.1
N -1.494 -2.999 0.332 0.4 -0.2 0.1
C 2.717 3.886 0.838 0.4 0.2 0.0
C 0.329 2.277 1.420 -0.1 0.0 0.1
C -5.908 -0.861 0.041 0.1 0.0 -0.2
C -3.139 -0.498 -0.647 0.4 -0.4 0.2
C -5.376 0.427 -0.588 -0.7 0.1 0.3
C -1.005 -2.161 1.402 0.1 0.4 0.1
C -1.741 2.635 -0.377 0.1 0.0 0.1
C 0.213 -1.356 0.930 -0.1 -0.1 0.2
C 5.177 -0.821 0.297 0.0 0.1 0.0
C 2.824 -0.402 0.387 -0.1 -0.1 -0.1
C 0.740 -3.102 -0.621 -0.1 -0.3 -0.1
C 1.093 4.429 -2.152 0.0 -0.2 -0.1
C 4.923 -2.185 0.255 0.0 -0.2 0.0
C 0.571 2.936 0.214 -0.5 -0.2 0.3
C -0.290 3.803 -2.026 0.1 0.1 -0.1
C 2.540 -1.763 0.351 0.1 0.0 0.0
C -3.604 -1.787 0.048 -0.1 -0.2 -0.3
C -2.652 -2.899 -0.363 -0.3 0.2 0.2
C -0.480 3.120 -0.698 0.0 0.0 0.1
C 3.625 -2.668 0.294 0.0 -0.1 -0.1
C -5.049 -2.056 -0.373 0.1 0.0 0.2
C -0.462 -3.906 -0.130 0.1 -0.1 -0.5
C 4.354 -4.941 0.336 0.2 -0.2 0.0
C 2.110 3.467 -1.543 0.0 0.3 -0.3
C 4.074 4.359 0.358 0.0 0.0 0.3
C -1.961 1.974 0.813 -0.5 -0.2 0.0
C -0.932 1.798 1.719 0.0 -0.1 0.0
C 4.127 0.068 0.369 0.2 0.0 0.0
H 2.016 0.312 0.427 -0.1 0.0 0.0
H 4.607 3.574 -0.173 0.0 0.0 -0.1
H 0.429 -2.489 -1.485 0.0 0.0 0.0
H 4.983 -4.809 1.222 0.0 0.0 0.0
H 1.985 2.470 -1.979 0.1 0.0 0.0
H -2.564 2.763 -1.063 -0.1 0.0 -0.2
H -0.428 3.059 -2.818 0.0 0.0 0.0
H -5.500 0.397 -1.677 0.0 0.0 0.1
H -0.879 -4.508 -0.939 0.1 0.0 0.1
H -5.881 -0.756 1.128 -0.1 0.0 0.0
H -6.944 -1.011 -0.266 0.0 0.0 0.0
H 4.309 1.131 0.415 0.0 0.1 0.0
H -5.092 -2.206 -1.454 0.0 -0.1 0.0
H -1.068 4.558 -2.157 0.0 0.0 0.0
H 4.978 -4.894 -0.563 0.0 0.0 0.1
H 6.197 -0.470 0.279 0.1 0.0 0.0
H 0.606 -0.790 1.776 0.0 0.0 0.0
H -1.131 1.275 2.640 0.1 -0.1 0.1
H -5.410 -2.968 0.104 0.0 0.0 -0.1
H -5.897 1.300 -0.192 -0.1 -0.1 -0.2
H 1.131 5.374 -1.606 0.1 0.0 0.0
H 1.331 4.627 -3.197 0.0 0.0 0.0
H 4.646 4.640 1.239 -0.1 0.0 0.0
H -3.590 -1.632 1.127 0.1 0.0 -0.1
H 5.757 -2.867 0.211 0.0 -0.1 0.0
H 3.124 3.801 -1.739 0.0 -0.1 0.1
H -3.170 -0.643 -1.733 0.1 0.0 0.1
H -0.688 -2.816 2.222 0.0 0.1 0.0
H 3.868 -5.915 0.383 0.1 0.0 0.0
H -2.119 -0.240 -0.358 0.1 -0.2 -0.2
H -0.156 -4.555 0.695 0.0 0.0 0.0
H 1.132 2.144 2.124 0.0 0.0 0.0
H 1.530 -3.781 -0.936 -0.1 0.1 0.0
H 3.979 5.232 -0.284 0.0 0.0 -0.1
H -0.106 -0.643 0.148 0.1 0.0 0.1
H -1.764 -1.477 1.775 0.0 -0.1 0.0
```
Forces are in eV/Å.

Output
E_LUMO: 0.51 eV
HOMO-LUMO gap: 8.413 eV
SMILES: COc1ccccc1N1CCN(C(=O)[C@@H]2CCCN(S(=O)(=O)c3ccc4c(c3)CCCN4C(C)=O)C2)CC1
total energy: -2082.00923 Ha
HOMO energy: -7.9 eV
F_max: 1.13 eV Å⁻¹

Population analysis type Löwdin, resulting atomic charges in e: S 0.70; O -0.29; O 0.07; O -0.27; O -0.10; O 0.06; N -0.09; N -0.23; N 0.01; N -0.04; C -0.47; C 0.00; C -0.16; C -0.15; C -0.19; C -0.10; C -0.01; C -0.15; C -0.09; C -0.01; C -0.12; C -0.15; C -0.03; C -0.13; C -0.14; C -0.15; C -0.22; C -0.42; C -0.13; C -0.20; C -0.14; C -0.11; C -0.08; C -0.14; C 0.00; C -0.27; C -0.05; C -0.09; H 0.08; H 0.08; H 0.14; H 0.10; H 0.14; H 0.13; H 0.13; H 0.13; H 0.12; H 0.12; H 0.12; H 0.09; H 0.12; H 0.12; H 0.10; H 0.10; H 0.13; H 0.12; H 0.12; H 0.11; H 0.12; H 0.12; H 0.09; H 0.12; H 0.10; H 0.11; H 0.15; H 0.14; H 0.09; H 0.10; H 0.13; H 0.12; H 0.12; H 0.09; H 0.12; H 0.10



Record 2
Formula: C26H27N7O6
Source: the Open Molecules 2025 dataset
Level of theory: ωB97M-V/def2-TZVPD

XYZ file:
```
66
Properties=species:S:1:pos:R:3:forces:R:3
O 4.927 3.524 4.190 0.2 -1.4 -1.0
O -4.525 -1.571 -4.703 -3.2 -0.2 -0.8
O 6.959 2.889 4.108 -0.3 -1.0 -0.6
O 2.252 -1.997 -0.970 1.4 -1.1 0.8
O 0.558 -1.954 -2.311 0.8 -0.4 1.3
O -2.697 -0.875 -3.921 3.2 2.9 3.3
N 2.122 1.157 4.748 1.8 0.2 2.6
N -2.508 0.545 3.229 1.7 -3.0 3.5
N 1.151 -1.637 -1.275 -1.4 1.5 -2.4
N 5.786 2.726 3.785 0.0 1.7 1.2
N -3.738 3.239 0.740 -0.9 -0.8 2.8
N -3.063 2.618 -3.588 1.0 0.6 0.7
N -3.295 -1.631 -4.628 0.3 -3.2 -4.0
C 4.722 -0.492 1.158 -0.4 0.8 0.9
C 3.704 1.450 6.801 0.3 0.6 0.0
C 0.557 -0.543 -0.529 -1.2 0.6 2.6
C 0.167 0.688 1.544 0.9 -0.8 -0.6
C -1.304 -2.934 -5.034 0.9 -1.7 -1.9
C 5.391 1.588 2.931 -0.3 -0.6 -0.4
C -0.718 1.501 0.856 -0.9 0.9 -0.6
C -2.081 -0.244 4.012 -2.2 2.4 -4.1
C -3.855 2.115 -4.231 -2.7 -0.9 -0.9
C -0.420 0.222 -1.160 -0.4 1.3 0.7
C -1.085 -4.414 -7.031 -2.3 0.9 1.2
C 4.032 0.710 1.191 -0.4 0.3 -1.6
C 2.821 1.269 5.686 -2.6 -0.5 -3.4
C 4.320 1.744 2.028 1.5 0.6 1.3
C 0.848 -0.350 0.890 -1.3 0.7 -1.3
C -2.417 -3.997 -7.391 1.9 0.2 -0.2
C 6.112 0.375 2.996 -1.3 2.0 -0.6
C -2.581 -2.507 -5.518 0.5 0.7 2.5
C -1.585 -1.271 4.905 1.0 0.4 0.4
C 5.690 -0.640 2.134 1.5 -0.6 0.4
C -4.159 2.861 1.769 1.4 0.8 -3.4
C -1.056 1.313 -0.465 1.9 -1.8 -0.8
C -0.581 -3.914 -5.803 -1.1 1.0 -0.8
C -4.846 2.395 2.938 -0.6 -0.8 0.4
C -4.926 1.541 -5.127 2.3 0.4 -0.7
C -3.113 -3.021 -6.699 -0.2 -1.1 -0.7
H 4.719 1.380 6.410 0.1 -0.3 0.4
H 3.586 2.485 7.122 0.0 -0.1 0.3
H 0.420 -4.290 -5.650 0.2 0.3 1.1
H -5.179 1.363 2.833 0.0 0.0 -0.6
H -0.700 -1.801 4.554 -0.1 0.2 -0.6
H -0.707 0.074 -2.191 0.2 -0.3 -0.1
H -5.076 2.272 -5.922 -0.5 0.4 0.3
H -5.749 3.002 2.996 0.1 0.1 0.8
H -0.608 -5.207 -7.589 0.2 0.1 0.0
H -5.851 1.103 -4.752 0.6 0.2 0.5
H -4.205 2.285 3.813 -0.1 0.9 0.0
H 3.455 0.751 7.599 0.3 0.1 0.0
H -2.290 -2.046 5.206 -0.3 0.6 0.1
H -1.228 2.333 1.317 0.2 0.0 0.5
H -1.180 -0.634 5.691 -0.2 -0.6 0.9
H 4.467 -1.213 0.395 0.1 -0.3 0.2
H -2.770 -4.352 -8.348 -0.4 -0.1 -0.1
H 3.340 0.998 0.414 -0.3 -0.6 -0.1
H 6.290 -1.535 2.211 -0.1 -0.3 -0.3
H -0.934 -2.564 -4.089 0.0 0.1 -0.2
H 3.851 2.703 1.863 -0.1 0.0 0.4
H 1.477 -0.977 1.505 0.3 -0.2 -0.5
H -4.338 0.810 -5.682 -0.5 -0.7 0.2
H -4.070 -2.733 -7.108 -0.1 0.3 0.4
H 7.004 0.393 3.604 -0.1 -0.6 0.1
H 0.365 0.916 2.581 0.1 -0.2 0.1
H -1.655 2.006 -1.038 -0.4 -0.1 0.2
```
Forces are in eV/Å.

Output
E_LUMO (alpha / beta): 0.82 / 0.82 eV
HOMO-LUMO gap (alpha / beta): 1.943 / 5.631 eV
total energy: -1841.32188 Ha
HOMO energy (alpha / beta): -1.1 / -4.8 eV
spin multiplicity: 2
total charge: -1
F_max: 5.45 eV Å⁻¹

Population analysis type Löwdin, resulting atomic charges in e: O 0.04; O -0.10; O 0.05; O 0.06; O 0.07; O -0.06; N 0.15; N 0.18; N -0.36; N -0.34; N 0.15; N 0.11; N -0.49; C -0.04; C -0.07; C -0.14; C -0.12; C -0.01; C -0.14; C -0.12; C -0.22; C -0.27; C 0.04; C -0.14; C -0.09; C -0.28; C -0.01; C -0.01; C -0.13; C 0.00; C -0.18; C -0.07; C -0.08; C -0.29; C -0.03; C -0.11; C -0.12; C -0.07; C -0.07; H 0.08; H 0.09; H 0.07; H 0.08; H 0.08; H 0.11; H 0.06; H 0.08; H 0.06; H 0.08; H 0.06; H 0.09; H 0.09; H 0.08; H 0.08; H 0.11; H 0.07; H 0.11; H 0.10; H 0.06; H 0.13; H 0.10; H 0.06; H 0.09; H 0.11; H 0.07; H 0.09